(1)
59
Properties=species:S:1:pos:R:3:forces:R:3 method="wB97M-V/def2-TZVPD" charge=-1 de_lowest_ev=0.000 e_homo_ev=-4.172 mol_weight_g_mol=621.0
Cu -0.0920 0.3100 1.1178 0.05 -0.08 0.16
Br -2.6964 -5.7694 -1.7869 -0.05 0.17 0.12
C -2.3704 -4.2608 -0.6521 0.11 -0.18 -0.12
C -3.4217 -3.4183 -0.2596 0.05 -0.93 0.35
C -3.1640 -2.4291 0.6358 -0.58 1.78 -0.23
C -1.8416 -1.9756 0.9641 0.32 0.50 0.86
O -1.6822 -0.8645 1.6010 -0.23 -1.05 -0.58
C -0.7898 -2.8630 0.5523 0.03 0.04 -0.52
C 0.6188 -2.5808 0.6709 -0.31 -1.09 -0.15
N 1.1016 -1.5787 1.2751 0.12 0.21 0.54
C 2.4656 -1.3901 1.4233 -0.66 0.93 0.11
C 3.4536 -2.3274 1.3194 0.46 -0.16 0.13
C 4.8043 -1.9864 1.5262 0.19 1.02 -0.02
C 5.1628 -0.6785 1.7923 0.06 -0.10 0.70
C 4.1603 0.3031 2.0136 -0.52 0.02 -0.28
C 4.4585 1.6386 2.4192 -0.35 -0.43 -0.24
C 3.4462 2.5282 2.6554 0.72 -0.73 -0.32
C 2.1384 2.0703 2.4531 -0.56 0.16 -0.12
N 1.8034 0.8739 2.0340 0.20 -0.34 0.14
C 2.7911 -0.0500 1.8177 1.04 0.69 0.31
C -1.1077 -4.0056 -0.2198 -0.24 0.78 0.28
H -4.4134 -3.6783 -0.5964 -0.23 0.27 0.03
H -3.9417 -1.7103 0.9431 0.23 -0.59 -0.14
H 1.2877 -3.3237 0.1938 -0.20 0.17 0.01
H 3.2038 -3.3543 1.1122 -0.07 -0.16 -0.05
H 5.5660 -2.7476 1.4744 0.09 -0.13 -0.10
H 6.1886 -0.3531 2.0131 -0.30 -0.47 -0.31
H 5.4906 1.9259 2.5054 0.33 0.09 0.11
H 3.6556 3.5494 2.9329 -0.13 0.06 0.11
H 1.3235 2.7541 2.6238 -0.35 0.08 -0.03
H -0.2997 -4.6361 -0.4782 0.69 -0.67 -0.43
C -2.6011 -1.7705 -3.4632 0.03 -0.27 0.25
C -1.2377 -1.2741 -2.9812 -0.30 -0.53 0.22
O -1.1222 0.1076 -3.2774 0.27 0.83 0.09
P -0.9799 1.2916 -2.1578 0.07 -0.37 -0.19
S 0.5975 0.8098 -0.9886 -0.24 0.32 -0.46
S -2.6995 1.7252 -1.3300 0.19 -0.06 0.04
O -0.5635 2.5151 -3.1436 0.00 -0.64 0.44
C 0.7913 2.6430 -3.5889 -0.23 0.51 -0.21
C 1.3061 3.9770 -3.1105 0.10 -0.01 0.85
H -2.6230 -2.8839 -3.3678 -0.21 0.80 -0.04
H -2.7855 -1.4840 -4.5114 0.17 -0.14 0.33
H -3.3818 -1.2965 -2.8381 0.28 -0.40 -0.29
H -0.4213 -1.7965 -3.5029 -0.16 0.17 0.10
H -1.1260 -1.4901 -1.9006 0.00 0.29 -0.41
H 0.7592 2.6306 -4.6678 -0.01 -0.11 -0.48
H 1.4077 1.8272 -3.2496 0.15 -0.34 0.20
H 0.5471 4.7204 -3.3096 -0.08 0.36 -0.27
H 2.2593 4.2623 -3.5572 -0.04 -0.05 -0.14
H 1.4288 3.9671 -2.0180 0.04 -0.13 -0.23
C -3.8994 2.5127 2.2697 0.23 0.52 -0.01
C -2.4768 2.2172 2.7451 -0.08 -0.86 0.25
O -1.4801 2.6951 1.8692 0.15 -0.29 -1.02
H -4.5924 2.5342 3.1265 0.14 -0.04 -0.33
H -4.2603 1.7988 1.5144 0.24 0.14 0.29
H -3.8608 3.5104 1.7991 -0.31 -0.27 0.20
H -2.3677 1.1292 2.9492 0.04 0.47 -0.25
H -2.2152 2.7358 3.6575 -0.45 0.16 0.53
H -1.7025 2.4135 0.9565 0.11 0.08 0.22

(2)
96
Properties=species:S:1:pos:R:3:forces:R:3 method="wB97M-V/def2-TZVPD" charge=+1 e_homo_ev=-8.865 mol_weight_g_mol=1023.9
O -4.9737 5.7758 -1.1098 0.49 0.19 0.16
O -4.1610 5.9803 0.0715 0.20 -0.15 -0.18
C -3.5536 4.7395 0.3554 0.40 0.09 1.01
C -2.9404 4.8579 1.7669 -0.09 0.63 -0.08
C -2.0130 6.1032 1.9804 0.75 -0.68 -0.11
C -0.6838 5.5840 2.5461 -0.14 0.05 -0.02
N -1.2050 4.3526 3.2621 -0.37 0.47 -0.48
C -1.9661 3.7165 2.1679 -0.55 0.92 0.48
H -4.3004 5.6726 -1.8191 -0.19 -0.89 0.05
H -2.7225 4.5286 -0.3412 -0.32 0.05 -0.35
H -4.3459 3.9779 0.3335 0.17 0.11 -0.23
H -3.7825 5.0035 2.4482 0.04 -0.50 0.19
H -1.7798 6.6648 1.0803 -0.48 0.29 0.04
H -2.3529 6.7123 2.8429 -0.39 0.61 -0.66
H -0.2788 6.2794 3.2837 -0.02 0.13 -0.10
H 0.0228 5.2657 1.7823 0.24 -0.12 0.22
H -0.5474 3.7656 3.7746 0.04 -0.09 -0.15
H -1.9123 4.7667 3.8866 0.41 -0.21 0.62
H -2.3571 2.7162 2.3903 0.52 1.68 2.01
H -1.3333 3.6243 1.2780 0.75 0.20 0.79
C -0.3307 -0.3128 1.3933 -0.07 -0.03 -0.06
C 0.6092 -0.0853 2.5625 -0.14 0.05 0.05
C 1.1265 -1.3823 3.1819 0.17 -0.03 0.24
O 0.1937 -2.0556 3.9966 -0.17 0.14 -0.07
C -0.7409 -2.8755 3.3157 0.06 -0.10 0.07
N -0.0687 0.7979 3.5373 -0.04 0.05 -0.08
H -1.3335 -0.6156 1.7235 0.17 -0.06 0.03
H -0.4158 0.6206 0.8418 0.36 -0.07 -0.13
H 0.0357 -1.0689 0.7028 0.01 -0.01 0.02
H 1.4810 0.4518 2.1790 0.04 -0.04 0.02
H 1.9638 -1.1368 3.8392 -0.01 -0.02 0.02
H 1.5168 -2.0432 2.4005 -0.06 0.01 -0.03
H -0.2923 -3.3410 2.4328 -0.01 0.02 -0.01
H -1.6353 -2.3187 3.0167 0.01 -0.01 -0.04
H -1.0503 -3.6573 4.0062 0.01 0.00 0.00
H 0.5951 1.0419 4.2681 0.02 0.02 -0.02
H -0.7586 0.2242 4.0208 0.04 -0.02 0.04
C 4.5113 -3.7863 2.6071 -0.02 -0.04 -0.05
Br 4.6123 -1.9143 2.1796 0.08 0.08 -0.07
Br 4.6155 -4.0640 4.5007 -0.04 0.06 0.04
Br 2.9428 -4.6042 1.8508 -0.02 -0.02 -0.03
H 5.3701 -4.2629 2.1563 0.01 0.01 0.01
Cl -1.8060 8.0613 4.2608 0.09 -0.32 0.33
O 5.4652 -7.2806 5.9200 -0.05 0.00 0.04
H 6.0644 -7.5133 5.2046 0.02 0.00 0.02
H 5.0867 -6.4345 5.6612 0.04 -0.10 -0.05
Al -4.6220 7.7692 -2.1945 -1.52 0.32 -0.63
O -7.2417 5.9057 -3.0625 1.82 1.03 0.29
H -6.6410 5.6975 -2.3341 -0.58 -0.41 0.17
C 6.0654 -1.8458 6.7655 -0.84 0.12 -0.05
O 7.1735 -2.2738 6.2163 0.11 0.02 0.02
H 6.2748 -1.0385 7.5317 0.24 -0.10 0.03
H 5.3305 -1.3701 6.0883 0.20 0.06 -0.11
H 5.5357 -2.5866 7.4099 0.28 -0.05 0.12
C -0.4818 -3.3353 -0.8710 0.00 0.17 0.03
Si -1.0788 -2.7763 -2.5581 0.13 -0.13 0.40
C 0.3878 -2.9130 -3.7258 -0.04 0.07 -0.16
C -1.5800 -0.9473 -2.4008 0.15 0.17 0.00
N -2.3963 -3.7394 -3.0553 0.20 0.35 -0.39
Si -3.3416 -3.6853 -4.4918 -0.51 -0.33 -0.02
C -2.2778 -3.9886 -6.0210 0.23 0.10 0.04
C -4.2235 -2.0261 -4.6895 0.18 0.13 0.05
C -4.6524 -5.0084 -4.4451 0.00 0.02 -0.01
H 0.3675 -2.7272 -0.5447 0.06 -0.07 -0.01
H -1.2714 -3.2566 -0.1189 0.00 -0.05 0.00
H -0.1496 -4.3739 -0.9095 -0.04 -0.02 0.01
H 1.2508 -2.4270 -3.2651 -0.01 -0.02 0.05
H 0.1986 -2.4297 -4.6850 -0.03 -0.03 -0.01
H 0.6384 -3.9580 -3.9080 -0.01 0.00 0.00
H -2.4864 -0.8425 -1.8032 -0.16 -0.08 0.02
H -1.7506 -0.4839 -3.3735 -0.06 -0.04 -0.01
H -0.7696 -0.3925 -1.9141 0.04 -0.08 0.01
H -1.6061 -3.1571 -6.2368 0.00 0.00 0.03
H -2.9509 -4.1130 -6.8725 -0.05 -0.01 0.04
H -1.6845 -4.8963 -5.9125 -0.02 -0.01 0.00
H -4.7811 -1.7676 -3.7883 -0.03 -0.02 -0.01
H -4.9309 -2.1110 -5.5174 -0.01 -0.04 0.01
H -3.5352 -1.2113 -4.9207 0.01 -0.01 0.01
H -5.3236 -4.8708 -3.5955 0.01 -0.02 0.01
H -4.2073 -6.0018 -4.3694 -0.01 0.00 0.02
H -5.2564 -4.9782 -5.3551 -0.01 -0.02 0.01
C 5.2654 2.1516 -4.5672 -0.14 -0.20 0.00
C 4.8159 2.6509 -3.2150 0.23 0.26 -0.11
O 3.6627 1.9052 -2.7328 0.02 0.03 0.05
C 3.9272 0.7448 -2.1644 -0.03 -0.02 0.02
O 4.9876 0.2285 -1.9866 0.00 0.00 0.02
C 2.6109 0.0934 -1.6780 0.06 -0.07 -0.06
F 1.6373 0.1809 -2.5914 -0.01 0.03 0.01
F 2.1705 0.7163 -0.5616 -0.04 0.07 0.05
F 2.7936 -1.1844 -1.3805 -0.02 0.00 0.02
H 4.4424 2.1857 -5.2811 0.02 0.08 -0.02
H 6.0768 2.7765 -4.9377 0.00 0.01 0.01
H 5.6208 1.1238 -4.5078 0.06 0.02 0.03
H 4.4743 3.6816 -3.2674 -0.13 -0.04 0.01
H 5.6128 2.5944 -2.4753 -0.05 -0.14 0.04
Cs -2.6518 1.7794 0.5346 -1.66 -3.32 -3.49

(3)
51
Properties=species:S:1:pos:R:3:forces:R:3 method="wB97M-V/def2-TZVPD" charge=+1 de_lowest_ev=0.109 e_homo_ev=-10.728 mol_weight_g_mol=708.5
Pt -0.4168 0.2786 -0.0723 1.18 0.32 -0.58
C -5.6908 -1.3127 -5.7634 0.08 0.02 0.04
C -4.7652 -1.5733 -4.6070 -0.07 0.02 -0.02
C -4.4266 -2.8684 -4.2359 0.01 0.00 0.01
C -3.6189 -3.1081 -3.1318 0.02 0.03 -0.01
C -3.1399 -2.0333 -2.4035 -0.08 -0.02 0.02
C -3.4555 -0.7259 -2.7606 0.02 -0.09 -0.03
C -4.2585 -0.5051 -3.8612 0.01 0.01 0.01
S -2.2050 -2.3273 -0.9410 0.07 -0.17 0.06
O -1.9014 -3.7242 -0.8637 0.03 0.00 -0.13
O -2.9220 -1.7307 0.1599 -0.02 0.06 0.00
N -0.8366 -1.4476 -1.1085 -0.59 0.35 0.64
C 0.1384 -1.8423 -2.0224 -0.19 -0.12 -0.03
C 0.0379 -2.8409 -2.9632 0.00 -0.05 -0.02
C 1.1170 -3.1241 -3.8243 -0.07 0.00 0.02
C 2.2992 -2.4487 -3.7387 0.05 -0.04 -0.04
C 2.4437 -1.4375 -2.7666 0.03 0.07 0.07
C 3.6352 -0.7139 -2.5617 0.00 -0.04 -0.05
C 3.6932 0.2463 -1.5909 0.02 0.00 0.04
C 2.5513 0.5119 -0.8272 0.03 -0.11 -0.05
N 1.4172 -0.1425 -0.9920 -0.29 0.30 0.17
C 1.3483 -1.1293 -1.9352 0.19 0.01 -0.05
H -5.9905 -2.2407 -6.2459 -0.01 0.01 -0.02
H -5.2192 -0.6703 -6.5082 0.01 -0.02 -0.01
H -6.5889 -0.7999 -5.4161 -0.02 -0.02 -0.02
H -4.8059 -3.7032 -4.8116 -0.02 -0.01 0.02
H -3.3693 -4.1150 -2.8245 -0.01 -0.01 -0.02
H -3.0782 0.1006 -2.1717 0.00 0.03 -0.03
H -4.5108 0.5089 -4.1481 -0.01 0.00 0.01
H -0.8629 -3.4306 -3.0273 0.06 -0.02 -0.09
H 0.9976 -3.9049 -4.5634 -0.02 -0.01 0.02
H 3.1263 -2.6799 -4.3962 0.01 0.01 0.02
H 4.5005 -0.9354 -3.1740 -0.01 0.01 -0.01
H 4.5980 0.8064 -1.4057 -0.02 0.02 0.02
H 2.5747 1.2810 -0.0710 0.08 0.00 -0.01
C 0.8830 2.2922 2.5737 -0.02 -0.04 0.04
Se 0.4364 2.4798 0.6933 -0.63 -0.67 -0.05
C -1.2782 3.3806 0.8580 0.03 0.26 -0.03
C -2.2957 2.5744 1.6130 -0.07 0.00 0.09
Se -2.6040 0.7915 0.8397 0.22 -0.01 0.02
C -2.6460 -0.0946 2.5664 -0.08 -0.13 0.04
H 0.9149 3.2821 3.0226 0.00 0.01 -0.01
H 1.8705 1.8396 2.6189 0.00 -0.01 -0.01
H 0.1681 1.6507 3.0786 -0.01 0.02 0.00
H -1.5813 3.5707 -0.1717 0.00 0.01 0.00
H -1.1058 4.3407 1.3451 0.06 0.01 -0.04
H -3.2542 3.0938 1.6002 -0.02 -0.04 0.03
H -2.0019 2.4343 2.6519 0.00 0.02 0.00
H -1.6675 -0.0391 3.0343 0.01 0.02 -0.02
H -2.9254 -1.1255 2.3849 0.01 -0.02 -0.02
H -3.3968 0.4063 3.1734 -0.01 0.01 -0.03

(4)
14
Properties=species:S:1:pos:R:3:forces:R:3 method="wB97M-V/def2-TZVPD" charge=+1 de_lowest_ev=5.331 e_homo_ev="-11.108 / -12.144" mol_weight_g_mol=90.1
C 0.1175 0.7889 -0.4275 0.69 4.64 0.26
C -1.0803 0.7530 0.3929 1.33 -1.08 0.51
C 1.4273 -0.0555 -0.2897 -1.77 1.16 2.53
N -1.8871 -0.3708 -0.1096 1.11 0.45 -1.02
O 2.4903 0.5203 0.1625 1.12 -0.75 0.16
O 1.1346 -1.2610 0.0880 -0.46 -1.40 -0.74
H -0.1637 0.5811 -1.3874 -0.75 0.03 -2.99
H 0.2961 1.9232 -0.3348 1.07 -1.74 -0.75
H -0.9351 0.7762 1.4450 -0.30 -0.23 0.94
H -1.3572 -1.1788 -0.4026 0.40 -0.74 0.24
H -2.2353 0.0227 -0.9644 -1.10 -0.13 -0.58
H -2.5828 -0.6550 0.5009 -2.10 -0.61 1.31
H 3.0624 -0.1425 0.6222 0.01 0.82 -0.32
H 1.7133 -1.7018 0.7045 0.74 -0.43 0.47

(5)
63
Properties=species:S:1:pos:R:3:forces:R:3 method="wB97M-V/def2-TZVPD" charge=+1 e_homo_ev="-8.789 / -8.789" mol_weight_g_mol=474.8
C -0.5639 2.3688 0.9963 1.14 -0.06 -0.69
C -0.6745 2.6206 -0.4118 1.18 0.19 0.41
C 0.6357 2.5135 -0.9843 -0.59 -0.17 0.88
C 1.5484 2.1048 0.0434 -1.08 0.45 0.30
C 0.8108 2.0398 1.2809 -0.31 0.44 -0.63
Zr -0.0275 0.2251 -0.1516 1.06 0.33 -0.05
C 1.2560 -2.5914 -0.5381 1.11 -0.96 1.17
C 0.3848 -2.0874 0.6227 -0.09 0.43 -0.26
H -0.5229 -2.6991 0.7559 0.39 0.49 -0.07
C 0.7307 -1.0829 1.5421 -0.01 -0.63 0.99
H 1.7857 -0.8268 1.7215 -0.37 0.08 -0.30
H 0.1043 -0.9347 2.4351 0.26 -0.18 -0.25
C 1.1655 -4.1259 -0.5793 0.13 -0.13 0.00
H 0.1474 -4.4785 -0.7531 -0.04 -0.01 -0.06
H 1.8277 -4.5421 -1.3506 -0.25 0.04 0.18
H 1.4992 -4.5251 0.3867 -0.10 0.11 -0.16
C 2.7590 -2.2871 -0.3579 0.17 0.01 0.05
H 2.9902 -1.2207 -0.2153 -0.17 -0.27 -0.07
H 3.1603 -2.8461 0.4981 -0.09 0.15 -0.20
H 3.2938 -2.6199 -1.2599 -0.08 0.11 0.22
C -1.8899 3.0776 -1.1355 -0.35 0.17 -0.26
H -2.7886 2.5592 -0.7845 0.10 0.11 -0.06
H -2.0531 4.1577 -1.0102 0.05 -0.19 0.01
H -1.7977 2.8836 -2.2101 -0.07 0.04 0.18
C 0.9648 2.9111 -2.3779 -0.02 0.01 -0.69
H 0.5280 2.2174 -3.1089 0.12 0.25 0.08
H 0.5674 3.9103 -2.6055 0.14 -0.19 0.13
H 2.0466 2.9352 -2.5467 -0.20 0.05 0.05
C 3.0238 1.9235 -0.1045 0.37 -0.14 -0.17
H 3.2604 1.3218 -0.9944 0.04 0.19 0.28
H 3.5390 2.8921 -0.2103 -0.16 -0.28 0.09
H 3.4477 1.4098 0.7695 -0.05 0.16 -0.26
C 1.4101 1.9057 2.6434 0.14 -0.04 0.31
H 2.2923 1.2500 2.6362 -0.26 0.17 0.07
H 1.7382 2.8875 3.0264 -0.11 -0.32 -0.14
H 0.6865 1.4981 3.3626 0.25 0.06 -0.14
C -1.6166 2.6452 2.0105 -0.44 -0.12 0.28
H -1.3557 2.2091 2.9819 -0.10 0.08 -0.14
H -1.7487 3.7286 2.1607 0.08 -0.29 -0.07
H -2.5886 2.2335 1.7096 0.27 0.24 0.09
C 1.1506 -0.4868 -1.8901 0.73 0.74 1.16
C 0.7764 -1.9117 -1.7731 -1.64 0.67 -1.30
C 1.9061 -0.1019 -2.9928 0.63 -0.19 -1.65
C 0.8014 -2.7141 -3.0302 0.08 0.35 -0.53
H -0.3335 -1.4922 -1.6226 0.32 -1.77 -0.03
C 2.0744 -0.9565 -4.0891 0.57 1.60 1.01
H 2.3822 0.8860 -3.0276 -0.38 -0.47 -0.09
C 1.4805 -2.2353 -4.1176 -1.24 -1.33 0.25
H 0.2374 -3.6534 -3.0230 0.55 0.23 -0.24
H 2.6517 -0.5969 -4.9480 -0.21 -0.25 0.31
H 1.5324 -2.8277 -5.0366 -0.03 0.20 0.36
S -2.4560 -0.4065 -0.4495 -1.62 -0.01 0.41
C -3.1001 -0.6014 1.1563 -0.33 -0.11 0.11
N -3.9714 0.2520 1.7281 0.40 -0.33 -0.90
C -4.4756 -0.2459 2.9972 -0.60 0.56 0.35
C -3.7137 -1.5473 3.1882 0.18 -0.70 0.60
N -2.9094 -1.6462 1.9808 0.24 0.44 -0.83
H -4.3728 1.0421 1.2256 0.32 -0.49 0.19
H -5.5568 -0.4100 2.9531 0.16 0.08 -0.04
H -4.2697 0.4707 3.7969 -0.04 -0.08 -0.10
H -4.3854 -2.4063 3.2792 0.14 0.11 -0.03
H -3.0726 -1.5166 4.0744 -0.09 -0.04 -0.13
H -2.3527 -2.4560 1.7270 -0.20 0.43 0.04

(6)
6
Properties=species:S:1:pos:R:3:forces:R:3 method="wB97M-V/def2-TZVPD" charge=-1 e_homo_ev="-3.470 / -3.280" mol_weight_g_mol=257.6 multiplicity=3 s_squared=2.04
C -1.0556 -0.2117 -0.5400 0.24 5.80 0.53
C 0.1290 -0.6531 -0.2391 -2.01 -4.15 0.99
H -0.5737 -1.3796 0.5085 2.03 0.59 -0.75
O 2.2672 0.0943 -0.2567 0.15 0.12 0.00
Hg 0.9739 1.3151 1.0063 0.27 0.32 0.22
O -1.7408 0.8350 -0.4790 -0.69 -2.68 -0.99

(7)
11
Properties=species:S:1:pos:R:3:forces:R:3 method="wB97M-V/def2-TZVPD" charge=0 de_lowest_ev=2.265 e_homo_ev=-10.037 mol_weight_g_mol=70.1
C -1.9572 -0.0634 -0.0136 -3.24 -0.66 -1.33
C -0.7298 0.3278 -0.2546 1.55 2.12 -0.76
C 0.5201 -0.4575 0.0078 1.38 -0.53 1.52
C 1.8318 0.3814 0.1997 3.89 -1.98 -0.97
H -2.8072 0.6081 -0.4780 1.58 -1.48 1.41
H -2.2771 -1.1373 0.3211 0.83 2.27 -0.36
H -0.5337 1.3920 -0.7506 -0.59 -2.36 1.10
H 0.5091 -1.0886 0.9692 -0.43 1.10 -0.91
H 0.7382 -1.2715 -0.7198 -0.09 0.97 -0.04
H 1.8023 1.4544 1.0474 0.26 -3.13 -2.76
O 2.9034 -0.1455 -0.3286 -5.14 3.70 3.10

(8)
23
Properties=species:S:1:pos:R:3:forces:R:3 method="wB97M-V/def2-TZVPD" charge=0 de_lowest_ev=3.817 e_homo_ev=-8.479 mol_weight_g_mol=130.2 smiles="CCCN(CCC)N=O"
C 2.5528 -0.5054 1.1235 -0.58 1.88 -2.51
C 2.4907 -0.3822 -0.4946 1.71 -0.53 2.10
C 1.0879 -0.4154 -1.0004 -1.44 0.46 0.02
N 0.3112 0.7357 -0.5493 -2.23 -0.27 -0.59
C -1.1697 0.6670 -0.6832 0.10 0.80 0.58
C -1.7646 -0.1269 0.4564 -0.89 1.60 0.69
C -3.2736 -0.3632 0.2718 0.33 -0.53 -0.73
N 0.9412 1.7262 -0.0221 3.54 -1.62 -0.68
O 0.3872 2.7126 0.3013 -2.53 2.41 0.87
H 3.4935 -0.2114 1.5288 0.89 0.20 -0.02
H 2.3705 -1.4938 1.3996 -0.57 -1.61 0.57
H 1.8304 0.1959 1.5152 -0.26 -0.16 0.42
H 3.1279 0.4805 -0.8017 -0.83 -0.70 -0.05
H 2.9617 -1.3207 -0.7874 0.21 0.17 -0.61
H 0.5286 -1.2614 -0.5705 0.51 -0.20 -0.23
H 0.9203 -0.4488 -2.0966 0.67 -0.19 0.40
H -1.5924 1.6906 -0.5359 0.57 -0.62 -0.94
H -1.4478 0.1696 -1.6205 0.25 0.57 -0.11
H -1.2848 -1.0376 0.5289 1.16 -2.03 0.33
H -1.5354 0.4775 1.3633 -0.32 -0.69 -0.28
H -3.6474 -1.3022 0.7173 0.44 0.29 -0.19
H -3.4978 -0.4067 -0.8354 -0.11 0.24 1.22
H -3.7902 0.4200 0.7916 -0.64 0.55 -0.27